1.
Computed, not measured: the ion C3H5O3 with charge -1, with ωB97M-V with the def2-TZVPD basis set.

Geometry (Å):
O 1.50666 -0.90074 1.23526
C 1.62087 0.13859 0.61544
O 2.44155 1.04795 0.46476
C 0.26707 0.37471 -0.14481
C -0.93100 -0.43231 0.19171
O -1.93906 -0.52468 -0.74801
H 0.19777 1.45383 -0.19398
H 0.31243 0.16282 -1.35716
H -1.34943 -0.00978 1.10942
H -0.39191 -1.37350 0.31222
H -1.73496 0.06311 -1.48485

Charge: -1
SMILES: O=C([O-])CCO
M: 89.070 g mol⁻¹
Orbital gap: 7.8 eV

=====

2.
Computed, not measured: the ion C3H5O3 with charge -1, with ωB97M-V with the def2-TZVPD basis set.

Geometry (Å):
O 1.64604 -0.90467 1.23145
C 1.59249 0.14008 0.54982
O 2.51441 0.93488 0.28322
C 0.27244 0.40682 -0.22037
C -0.90886 -0.41059 0.22403
O -1.92539 -0.51862 -0.83984
H 0.03209 1.46405 -0.10672
H 0.52910 0.13849 -1.23536
H -1.42285 -0.01311 1.09952
H -0.63450 -1.43433 0.46384
H -1.69497 0.19700 -1.44960

Charge: -1
SMILES: O=C([O-])CCO
M: 89.070 g mol⁻¹
Orbital gap: 8.0 eV

=====

The calculated energies rank the structures as follows, beginning with the most stable: 2, 1.

=====

1.
Computed, not measured: a cluster of 2 separate species, C3H5O3 in total, with ωB97M-V with the def2-TZVPD basis set.

Geometry (Å):
O 0.78279 -1.42167 2.07510
C 0.67181 -2.18488 1.09528
O 0.12850 -1.98290 -0.01052
H 1.05527 -3.22829 1.25772
C -0.49195 1.27135 0.40550
C -0.26318 1.03768 -0.87022
O -0.53353 2.00767 -1.82641
H -0.24600 0.50938 1.12806
H -0.90128 2.24026 0.67216
H 0.15807 0.11410 -1.23251
H -0.36048 1.63731 -2.69416

Charge: -1
M: 89.070 g mol⁻¹
Orbital gap: 7.6 eV

=====

2.
Computed, not measured: the ion C3H5O3 with charge -1, with ωB97M-V with the def2-TZVPD basis set.

Geometry (Å):
O 0.75101 2.04176 0.51336
C -0.17177 1.39306 0.94748
C -0.83662 0.23982 0.23723
O -0.38195 -0.02293 -1.02783
C 0.75525 -1.07269 -0.94589
O 1.25658 -1.26922 -2.14056
H -0.56565 1.57761 1.97440
H -0.57165 -0.68728 0.88812
H -1.92332 0.44332 0.24557
H 0.19425 -1.94751 -0.50508
H 1.49386 -0.69596 -0.18681

Charge: -1
SMILES: O=CCOC[O-]
M: 89.070 g mol⁻¹
Orbital gap: 6.6 eV

=====

The calculated energies rank the structures as follows, beginning with the most stable: 1, 2.

=====

1.
Computed, not measured: a cluster of 2 separate species, C2H3N in total, with ωB97M-V with the def2-TZVPD basis set.

Geometry (Å):
C -0.61682 0.55714 -0.00746
C -0.09472 -0.70556 0.02308
N -1.58187 -0.21917 -0.04313
H 0.00529 2.22053 0.19141
H 0.37009 -1.20685 -0.83108
H 0.19133 -0.97645 1.16434

M: 41.053 g mol⁻¹
Orbital gap: 9.7 eV

=====

2.
Computed, not measured: an isolated molecule of C2H3N, with ωB97M-V with the def2-TZVPD basis set.

Geometry (Å):
C 0.12747 0.46518 0.06843
C -0.26496 -0.91552 -0.13147
N -0.55689 -2.01218 -0.30255
H 1.15200 0.51752 0.43306
H -0.51440 0.94064 0.80714
H 0.05678 1.00437 -0.87460

SMILES: CC#N
M: 41.053 g mol⁻¹
Orbital gap: 12.6 eV

=====

The calculated energies rank the structures as follows, beginning with the most stable: 2, 1.

=====

1.
Computed, not measured: an isolated molecule of C2H3N, with ωB97M-V with the def2-TZVPD basis set.

Geometry (Å):
C 0.46477 -0.19939 -0.00755
C -0.88274 0.35310 -0.04816
N -1.90074 0.80563 -0.09272
H 0.36819 -1.08019 0.62724
H 1.10897 0.49077 0.53722
H 0.84155 -0.36992 -1.01603

SMILES: CC#N
M: 41.053 g mol⁻¹
Orbital gap: 12.8 eV

=====

2.
Computed, not measured: an isolated molecule of C2H3N, with ωB97M-V with the def2-TZVPD basis set.

Geometry (Å):
C -0.36516 0.31709 -0.15363
C 0.72254 -0.68600 0.14725
N 1.56359 -1.47922 0.35060
H -1.34809 -0.08046 0.09916
H -0.37369 0.88415 -1.08447
H -0.19921 1.04441 0.64109

SMILES: CC#N
M: 41.053 g mol⁻¹
Orbital gap: 12.5 eV

=====

The calculated energies rank the structures as follows, beginning with the most stable: 1, 2.

=====

1.
Computed, not measured: a cluster of 7 separate species, H14O7 in total, with ωB97M-V with the def2-TZVPD basis set.

Geometry (Å):
O -1.54010 -0.79971 1.41957
H -2.04527 -0.99950 2.22098
H -1.86783 -1.35408 0.68372
O 1.29939 -0.70237 1.21210
H 0.37874 -0.88254 1.41779
H 1.36662 -1.01442 0.27025
O 1.66070 1.99370 0.66869
H 1.55371 1.03626 1.13462
H 2.38023 2.45055 1.08244
O -1.12965 1.85490 0.63810
H -0.27531 2.09246 1.08950
H -1.25660 0.90711 0.90243
O 0.52610 1.35244 -1.66350
H -0.18306 1.64128 -1.05634
H 1.28236 1.60873 -1.10360
O 0.85832 -1.21607 -1.56624
H 0.56661 -0.24615 -1.83039
H 1.41579 -1.61534 -2.30260
O -1.75306 -2.27155 -0.76970
H -0.93866 -2.03263 -1.22083
H -1.75101 -3.28240 -0.80005

SMILES: O.O.O.O.O.O.O
M: 126.105 g mol⁻¹
Orbital gap: 11.2 eV

=====

2.
Computed, not measured: a cluster of 7 separate species, H14O7 in total, with ωB97M-V with the def2-TZVPD basis set.

Geometry (Å):
O -15.05818 1.60157 8.29493
H -15.68601 0.90569 8.22435
H -15.53477 2.18080 8.89699
O -16.37082 2.69894 10.53048
H -16.67398 3.61056 10.34443
H -16.04347 2.70173 11.37839
O -14.60265 2.90303 6.05298
H -14.58933 3.71214 6.50316
H -14.88719 2.32327 6.74697
O -14.81453 5.29967 7.30235
H -14.60607 4.84719 8.13177
H -14.25657 6.06140 7.14450
O -13.47522 0.58342 10.35651
H -14.16935 0.17383 10.87274
H -13.80141 0.81189 9.48767
O -15.43396 -0.71624 6.51859
H -14.48216 -0.60700 6.69768
H -15.80805 -1.22543 7.21250
O -17.12237 0.19749 9.45087
H -17.09730 1.04909 9.90682
H -16.52907 -0.25762 10.07013

SMILES: O.O.O.O.O.O.O
M: 126.105 g mol⁻¹
Orbital gap: 9.5 eV

=====

The calculated energies rank the structures as follows, beginning with the most stable: 1, 2.

=====

1.
Computed, not measured: a cluster of 7 separate species, H14O7 in total, with ωB97M-V with the def2-TZVPD basis set.

Geometry (Å):
O -19.84078 -1.79865 1.74993
H -20.03461 -2.70657 1.92785
H -20.22163 -1.57273 0.86428
O -20.04227 0.80081 0.04133
H -19.84243 0.07198 -0.54941
H -20.19501 1.45288 -0.65281
O -20.15886 -1.57036 -1.05750
H -19.57944 -2.25474 -0.80060
H -20.28442 -1.65900 -2.01465
O -16.92493 -2.78104 -2.05025
H -17.06307 -3.48928 -1.44474
H -16.81100 -2.01175 -1.50806
O -18.88164 -2.26481 -3.69328
H -18.17052 -2.43986 -3.05786
H -18.52504 -2.48762 -4.59032
O -19.08987 0.44314 -4.39349
H -19.09457 -0.47570 -4.16869
H -18.25438 0.80846 -4.18497
O -18.36344 -3.75374 0.08704
H -18.87074 -4.57859 -0.14312
H -17.92935 -3.98497 0.96333

SMILES: O.O.O.O.O.O.O
M: 126.105 g mol⁻¹
Orbital gap: 10.2 eV

=====

2.
Computed, not measured: a cluster of 7 separate species, H14O7 in total, with ωB97M-V with the def2-TZVPD basis set.

Geometry (Å):
O -13.91100 -11.14200 10.57100
H -13.62000 -10.85600 11.43400
H -13.58500 -12.02600 10.43500
O -11.94000 -9.88400 12.90900
H -11.98500 -9.13300 12.35500
H -11.25900 -10.33600 12.45300
O -9.74200 -9.15100 14.45300
H -10.68100 -9.22800 14.17400
H -9.33800 -9.19100 13.61200
O -13.33200 -8.11500 10.97700
H -13.70100 -8.03100 11.87400
H -13.91900 -8.69400 10.44300
O -9.64400 -10.33800 11.62000
H -10.14900 -9.87200 10.99800
H -9.25300 -11.11300 11.13700
O -9.00700 -11.76800 14.94700
H -8.35400 -11.17900 15.22100
H -9.66900 -11.10800 14.73400
O -10.74900 -7.20400 10.83100
H -10.05800 -6.94200 11.43100
H -11.58100 -7.24900 11.31100

SMILES: O.O.O.O.O.O.O
M: 126.105 g mol⁻¹
Orbital gap: 10.9 eV

=====

The calculated energies rank the structures as follows, beginning with the most stable: 1, 2.

=====

1.
Computed, not measured: a cluster of 7 separate species, H14O7 in total, with ωB97M-V with the def2-TZVPD basis set.

Geometry (Å):
O 27.09623 11.23778 -1.38910
H 26.59967 11.75952 -2.02933
H 26.54175 11.22642 -0.60121
O 25.88494 13.85044 -6.09218
H 26.26030 13.21903 -5.45835
H 26.62138 14.41279 -6.35358
O 25.50105 7.93377 -2.28697
H 25.95276 8.07047 -3.13047
H 24.60435 8.24934 -2.44197
O 28.96513 8.41029 -5.69309
H 28.40543 8.02552 -6.38294
H 29.82160 8.54381 -6.11514
O 27.80123 12.43375 -4.26452
H 28.29605 12.61842 -5.07406
H 28.31222 12.85354 -3.55963
O 24.31681 9.12155 -5.84972
H 25.06886 9.38646 -5.26841
H 24.23886 8.16869 -5.73934
O 26.75750 9.71919 -4.61880
H 26.86383 10.68533 -4.58538
H 27.59852 9.38556 -5.00088

SMILES: O.O.O.O.O.O.O
M: 126.105 g mol⁻¹
Orbital gap: 10.6 eV

=====

2.
Computed, not measured: a cluster of 7 separate species, H14O7 in total, with ωB97M-V with the def2-TZVPD basis set.

Geometry (Å):
O 2.77414 -0.66910 0.74152
H 2.47414 -0.47110 -0.13948
H 3.58014 -0.16010 0.66752
O -0.08486 -0.20910 0.74052
H 0.59914 -0.83610 0.71652
H -0.63586 -0.62110 0.06052
O -1.11986 -1.96010 -1.06848
H -0.17386 -2.22610 -1.27448
H -1.70886 -2.65010 -1.33148
O -2.54486 0.99190 1.09852
H -2.68786 0.97590 0.14952
H -1.69386 0.58890 1.24052
O 2.23014 1.76690 2.10652
H 2.22914 0.86190 1.86152
H 3.11214 1.96390 1.78952
O -2.90586 0.09090 -1.39348
H -3.80686 -0.36710 -1.35348
H -2.32386 -0.66410 -1.46148
O 1.08114 0.99090 -1.26248
H 0.70314 0.74390 -0.43848
H 0.90314 1.85890 -1.44948

SMILES: O.O.O.O.O.O.O
M: 126.105 g mol⁻¹
Orbital gap: 9.7 eV

=====

3.
Computed, not measured: a cluster of 7 separate species, H14O7 in total, with ωB97M-V with the def2-TZVPD basis set.

Geometry (Å):
O -0.60996 -1.98107 -1.04911
H 0.11077 -2.52009 -0.59451
H -0.06574 -1.35938 -1.55735
O -1.68816 -0.50419 1.10527
H -1.18530 -1.03394 0.40830
H -1.48131 -1.03515 1.92456
O 1.49573 0.22526 1.05493
H 1.70550 0.23518 0.06159
H 0.83613 0.90611 1.21281
O -0.33029 2.24479 -1.85846
H -0.54030 2.38819 -0.88104
H -1.04864 1.63991 -2.08990
O -0.50777 1.83663 0.98900
H -0.93745 2.28571 1.74668
H -1.12929 1.04633 0.92788
O 1.21632 0.12766 -1.82477
H 0.84251 1.03583 -1.90689
H 1.77211 0.00959 -2.61436
O 0.36295 -1.95691 1.55455
H 0.81760 -1.13666 1.30361
H 0.79282 -2.39890 2.28725

SMILES: O.O.O.O.O.O.O
M: 126.105 g mol⁻¹
Orbital gap: 11.2 eV

=====

4.
Computed, not measured: a cluster of 7 separate species, H14O7 in total, with ωB97M-V with the def2-TZVPD basis set.

Geometry (Å):
O 2.92170 17.68438 -20.73975
H 3.36064 18.44424 -21.15920
H 2.05413 18.01847 -20.39925
O 4.89092 16.00261 -19.58477
H 4.20207 16.64393 -19.89420
H 4.50427 15.13707 -19.50847
O 3.97278 13.58179 -19.52106
H 3.75638 13.14641 -18.68279
H 4.12516 12.81017 -20.13233
O 6.50396 13.19752 -18.73153
H 5.58389 13.37896 -18.93452
H 6.86241 13.88937 -19.26344
O 6.12021 16.09498 -17.08246
H 5.23875 16.08476 -16.83996
H 6.09691 15.95441 -18.03223
O 2.14386 15.05352 -21.55652
H 2.63401 14.49804 -20.94116
H 2.52617 15.94638 -21.45236
O 7.59041 15.49911 -19.99007
H 6.75835 15.71803 -20.30364
H 7.88671 16.19911 -19.43012

SMILES: O.O.O.O.O.O.O
M: 126.105 g mol⁻¹
Orbital gap: 10.3 eV

=====

The calculated energies rank the structures as follows, beginning with the most stable: 3, 1, 4, 2.

=====

1.
Computed, not measured: a cluster of 7 separate species, H14O7 in total, with ωB97M-V with the def2-TZVPD basis set.

Geometry (Å):
O 1.34584 3.03637 -0.42237
H 1.69930 3.77509 0.09291
H 2.01383 2.31820 -0.33738
O 2.98432 0.89042 -0.03717
H 2.28394 0.23419 0.19960
H 3.36645 0.57955 -0.87345
O -0.73627 1.69402 0.77491
H -0.08199 2.31053 0.38915
H -0.16176 0.94336 1.05105
O -2.61197 -2.18084 -0.25639
H -2.69373 -2.77121 -1.01977
H -2.31736 -1.32248 -0.62806
O -0.40317 -2.90863 1.22460
H -0.69611 -2.76914 2.13311
H -1.22367 -2.72777 0.70139
O 0.76612 -0.61738 0.40423
H 0.22034 -0.47809 -0.39556
H 0.47941 -1.49010 0.76167
O -1.37290 0.10460 -1.20620
H -1.54079 0.55489 -2.04680
H -1.31984 0.82441 -0.50948

SMILES: O.O.O.O.O.O.O
M: 126.105 g mol⁻¹
Orbital gap: 11.8 eV

=====

2.
Computed, not measured: a cluster of 7 separate species, H14O7 in total, with ωB97M-V with the def2-TZVPD basis set.

Geometry (Å):
O 1.19056 -0.74360 -0.08039
H 0.94716 -1.39048 -0.72070
H 0.64764 0.00345 -0.40531
O 1.79271 -1.61763 2.70838
H 1.97531 -0.82336 2.17512
H 2.52527 -2.27684 2.38712
O 0.36831 2.44675 -0.95754
H 0.35743 2.30215 -1.88411
H 1.21237 2.05012 -0.56345
O -1.47799 -1.25402 -0.84516
H -1.82344 -0.37215 -0.64866
H -2.24278 -1.89454 -0.73652
O -1.20285 -2.64481 3.19657
H -1.47422 -1.70953 3.12412
H -1.80181 -3.22286 3.59006
O 0.95589 5.17900 0.52035
H 1.44586 4.30911 0.25082
H 0.22807 5.10451 -0.09435
O -0.90278 -0.95084 -3.74412
H -1.83767 -0.77027 -3.94653
H -0.88304 -1.72414 -3.32571

SMILES: O.O.O.O.O.O.O
M: 126.105 g mol⁻¹
Orbital gap: 10.6 eV

=====

3.
Computed, not measured: a structure of composition H14O7, with ωB97M-V with the def2-TZVPD basis set.

Geometry (Å):
O -2.55857 -1.52476 0.04539
H -2.20732 -0.80925 0.57538
H -3.49687 -1.34392 -0.01033
O 1.36893 -1.21743 0.59680
H 0.94245 -1.81261 1.21333
H 0.68804 -0.58706 0.36175
O 1.10741 -1.49376 -1.59798
H 0.25117 -1.86914 -1.39263
H 1.44126 -1.18293 -0.75646
O 2.23546 1.37152 0.55927
H 1.50284 1.44786 1.17057
H 1.83231 1.42967 -0.30693
O -2.10432 0.03229 1.28826
H -2.95069 0.06099 1.73444
H -1.46903 0.27132 1.96317
O 0.10452 0.31608 -0.14186
H -0.81242 0.39392 0.12156
H 0.29610 1.13967 -0.59043
O 1.15426 1.72548 -1.24615
H 1.39378 2.56486 -1.63898
H 1.28070 1.08718 -1.94817

M: 126.105 g mol⁻¹
Orbital gap: 8.8 eV

=====

4.
Computed, not measured: a cluster of 7 separate species, H14O7 in total, with ωB97M-V with the def2-TZVPD basis set.

Geometry (Å):
O -0.22439 0.63182 -0.27742
H -1.10705 0.28124 -0.44176
H 0.31138 -0.15144 -0.10875
O 2.37648 0.22785 1.29141
H 2.74769 0.25092 2.18060
H 2.17818 -0.70380 1.14416
O -2.54910 0.36987 -3.38378
H -1.74480 0.07591 -2.94143
H -2.25231 0.62572 -4.26437
O -4.59298 0.28021 1.16716
H -4.73617 -0.03815 0.26876
H -5.27183 0.95362 1.28832
O 1.78062 0.96456 -2.19956
H 2.31238 1.70789 -1.89347
H 1.09190 1.37383 -2.73542
O -1.10173 -3.53073 3.50049
H -0.65244 -2.95696 2.86968
H -0.43811 -4.19051 3.73134
O 3.74991 1.55384 0.45771
H 3.42754 0.72844 0.07853
H 4.69482 1.54588 0.26781

SMILES: O.O.O.O.O.O.O
M: 126.105 g mol⁻¹
Orbital gap: 10.4 eV

=====

The calculated energies rank the structures as follows, beginning with the most stable: 1, 2, 4, 3.